(1)
# C32H88N8O8

A 8-piece molecular cluster, C32H88N8O8 overall (ωB97M-V/def2-TZVPD, OMol25).

ORCA input file:
```
! wB97M-V def2-TZVPD RIJCOSX def2/J DEFGRID3
* xyz 0 1
C 20.0543 -12.2060 -11.0811
C 20.1669 -13.7282 -11.1558
C 21.5676 -14.3069 -11.0355
O 22.1434 -14.3664 -12.3357
C 23.1830 -15.3502 -12.4089
N 19.2818 -14.3656 -10.1771
H 20.4019 -11.8581 -10.1109
H 18.9947 -12.0189 -11.2785
H 20.5149 -11.6991 -11.9291
H 19.7827 -14.0731 -12.1193
H 21.5550 -15.2941 -10.5650
H 22.2414 -13.6592 -10.4564
H 24.0733 -15.0161 -11.8754
H 23.3575 -15.5563 -13.4645
H 22.7549 -16.2781 -12.0189
H 19.5389 -15.1603 -9.6117
H 18.8271 -13.7497 -9.5151
C 25.2920 -14.4544 -7.2191
C 24.6082 -15.5480 -6.3735
C 25.4992 -16.0426 -5.2585
O 24.8193 -17.0562 -4.5573
C 25.6420 -17.8506 -3.7562
N 23.2907 -15.1117 -5.8581
H 25.9081 -13.8080 -6.5945
H 24.5207 -13.9548 -7.7978
H 25.9975 -15.0003 -7.8511
H 24.4939 -16.4230 -7.0236
H 25.8560 -15.2681 -4.5635
H 26.4410 -16.4020 -5.7017
H 25.1301 -18.7258 -3.3611
H 26.0959 -17.3314 -2.9030
H 26.4997 -18.2439 -4.3194
H 22.6254 -15.5260 -6.5020
H 23.0905 -15.5418 -4.9627
C 24.8096 -12.0434 -10.8207
C 25.8797 -11.0197 -10.5410
C 26.1234 -10.0292 -11.6893
O 27.1327 -9.1104 -11.3931
C 27.2304 -8.0386 -12.2906
N 25.6240 -10.2753 -9.2894
H 24.7950 -12.7106 -9.9562
H 24.9725 -12.5048 -11.7928
H 23.7975 -11.6302 -10.7530
H 26.8805 -11.4493 -10.4144
H 25.1914 -9.5199 -11.9846
H 26.3344 -10.6306 -12.5894
H 27.7453 -8.3120 -13.2143
H 27.6267 -7.1072 -11.8895
H 26.2216 -7.7027 -12.5768
H 24.8870 -9.6063 -9.4990
H 26.4948 -9.7661 -9.1729
C 22.9710 -10.1310 -6.9076
C 24.0732 -10.2851 -5.8621
C 23.6168 -11.1907 -4.7268
O 22.4133 -10.7133 -4.1727
C 21.7375 -11.6143 -3.3330
N 25.2741 -10.9149 -6.4554
H 22.6440 -11.1214 -7.2279
H 23.2083 -9.5720 -7.8142
H 22.1949 -9.5119 -6.4457
H 24.3982 -9.3537 -5.3936
H 24.4240 -11.2363 -3.9818
H 23.5047 -12.2406 -5.0372
H 22.3134 -11.8168 -2.4270
H 21.3932 -12.4994 -3.8779
H 20.8096 -11.1144 -3.0453
H 25.0290 -11.8657 -6.7072
H 25.4910 -10.4450 -7.3426
C 26.4354 -4.1871 -7.5476
C 27.3429 -5.0530 -8.3965
C 27.2011 -6.5506 -8.1229
O 28.5048 -7.1132 -8.0119
C 28.4432 -8.4856 -7.7134
N 27.0030 -4.7580 -9.8029
H 26.5159 -3.1182 -7.7235
H 26.4919 -4.3529 -6.4673
H 25.4377 -4.5918 -7.7522
H 28.4099 -4.9008 -8.1910
H 26.7169 -7.0608 -8.9635
H 26.6423 -6.6953 -7.1919
H 28.1961 -9.1191 -8.5742
H 27.6055 -8.6351 -7.0187
H 29.3414 -8.8716 -7.2369
H 27.3307 -3.8204 -10.0193
H 27.5393 -5.3367 -10.4430
C 22.2073 -11.5193 -16.5645
C 22.5318 -12.7131 -15.6594
C 23.7027 -12.4644 -14.7125
O 24.9181 -12.3532 -15.4477
C 25.4381 -13.5667 -15.9118
N 21.3241 -13.0099 -14.8154
H 22.8271 -11.6521 -17.4565
H 22.5594 -10.6104 -16.0721
H 21.1665 -11.3917 -16.8425
H 22.6607 -13.6405 -16.2236
H 23.8888 -13.2633 -13.9858
H 23.5864 -11.5455 -14.1353
H 24.7786 -14.0000 -16.6789
H 25.4834 -14.3505 -15.1443
H 26.3909 -13.3708 -16.3954
H 20.8011 -13.7394 -15.2867
H 21.7013 -13.4599 -13.9828
C 31.6428 -6.9494 -9.7817
C 31.2077 -7.1054 -11.2372
C 31.9447 -6.1656 -12.1732
O 31.3453 -4.8830 -12.0611
C 31.7898 -3.9606 -13.0153
N 31.5270 -8.4967 -11.6243
H 30.9559 -7.6051 -9.2357
H 31.3647 -5.9739 -9.3827
H 32.6820 -7.2382 -9.6627
H 30.1363 -6.9642 -11.4014
H 31.7178 -6.4799 -13.2075
H 33.0365 -6.1618 -12.1003
H 31.2264 -4.0894 -13.9470
H 32.8600 -4.0386 -13.2488
H 31.6909 -2.9624 -12.5865
H 30.9970 -9.0981 -10.9967
H 31.1273 -8.7543 -12.5234
C 29.2397 -6.9686 -16.6316
C 27.9631 -6.1689 -16.3404
C 26.7403 -7.0784 -16.3880
O 26.6095 -7.7630 -17.6073
C 26.2361 -6.9386 -18.6984
N 28.1195 -5.5370 -15.0216
H 29.5585 -7.6133 -15.8134
H 30.0512 -6.2912 -16.9020
H 29.0411 -7.6292 -17.4780
H 27.8270 -5.3689 -17.0791
H 25.8388 -6.4786 -16.1906
H 26.7913 -7.7835 -15.5558
H 25.4394 -6.2539 -18.3914
H 25.8685 -7.5803 -19.4950
H 27.1072 -6.3775 -19.0460
H 28.8725 -4.8610 -15.0722
H 27.2714 -5.0057 -14.8378
*
```

* lowest unoccupied orbital energy: 0.5 eV
* HOMO level: -8.5 eV
* structure (SMILES): COC[C@H](C)N.COC[C@H](C)N.COC[C@H](C)N.COC[C@H](C)N.COC[C@H](C)N.COC[C@H](C)N.COC[C@H](C)N.COC[C@H](C)N
* Kohn-Sham gap: 8.98 eV
* energy: -2311.7550 a.u.

Mulliken population analysis, charges in e, atoms 1 to 5: -1.502 0.716 -0.351 -0.309 -0.970

=====

(2)
# C47H75FN17O3S2

A 16-piece molecular cluster, C47H75FN17O3S2 overall (ωB97M-V/def2-TZVPD, OMol25).

ORCA input file:
```
! wB97M-V def2-TZVPD RIJCOSX def2/J DEFGRID3
* xyz -1 1
C 1.1504 0.0919 4.2451
C 0.6994 -1.0789 3.3798
C 1.8132 -1.6269 2.4893
C 2.2698 -0.6263 1.4066
N 2.1853 -1.1770 0.0373
C 2.8794 -0.2669 -0.9201
C 2.6165 -0.5528 -2.3860
C 3.3746 0.4862 -3.2441
C 2.9408 1.9588 -3.0074
C 2.4943 2.7447 -4.2430
C 1.3632 2.0874 -4.9654
O 0.2072 1.9167 -4.1002
C -0.8718 1.2891 -4.7328
C 2.1685 4.0776 -3.8476
O 2.1598 4.6148 -2.7554
N 1.8462 4.9771 -5.0249
C 0.6400 5.6281 -4.9832
O 0.3479 6.6178 -4.3924
F -0.3040 5.0509 -5.7919
C 0.8200 -1.3760 -0.2880
S -0.2807 -0.2144 -0.5673
S 0.4962 -3.1033 -0.3597
C -1.2385 -3.2614 0.0744
C -1.4191 -3.8347 1.4828
C -2.8613 -3.5858 1.9441
H 0.3116 0.4859 4.8206
H 1.5446 0.9078 3.6367
H 1.9293 -0.2235 4.9415
H 0.3474 -1.8863 4.0313
H -0.1445 -0.7771 2.7498
H 2.6693 -1.8730 3.1105
H 1.4899 -2.5368 1.9836
H 1.6970 0.3087 1.4625
H 3.3159 -0.3535 1.5581
H 3.9464 -0.4475 -0.7488
H 2.6816 0.7738 -0.6547
H 2.9587 -1.5623 -2.6309
H 1.5605 -0.4944 -2.6482
H 4.4351 0.4030 -2.9746
H 3.3133 0.2290 -4.3017
H 3.7803 2.4917 -2.5554
H 2.1390 1.9781 -2.2590
H 1.6666 1.0958 -5.3013
H 1.0382 2.6725 -5.8352
H -1.7796 1.8852 -4.5908
H -1.0228 0.2950 -4.2997
H -0.6846 1.1551 -5.8069
H 1.9231 4.4276 -5.8738
H -1.7444 -2.2999 0.0096
H -1.7049 -3.9220 -0.6560
H -0.7401 -3.3594 2.1900
H -1.2568 -4.9139 1.4785
H -3.0491 -2.5129 2.0166
H -3.5726 -4.0080 1.2312
H -3.0485 -4.0168 2.9307
C 2.2467 -2.3717 -7.3156
C 1.5771 -1.8829 -6.1234
N 1.0581 -1.5035 -5.1719
H 2.5656 -1.5428 -7.9473
H 3.1250 -2.9556 -7.0441
H 1.5691 -2.9998 -7.8904
C -2.1014 -7.0503 4.4639
C -1.0053 -6.1060 4.3052
N -0.1524 -5.3549 4.1489
H -2.4838 -7.0201 5.4828
H -2.9107 -6.7999 3.7794
H -1.7621 -8.0618 4.2484
C 0.4544 -3.4204 6.8076
C 0.1233 -2.0260 7.0447
N -0.1487 -0.9282 7.2479
H 1.2772 -3.7243 7.4494
H -0.4025 -4.0537 7.0336
H 0.7345 -3.5880 5.7687
C -2.2762 -2.0079 -5.1701
C -2.3970 -2.8410 -3.9850
N -2.4515 -3.5257 -3.0658
H -2.8978 -2.4089 -5.9701
H -2.5920 -0.9896 -4.9536
H -1.2345 -1.9779 -5.4957
C 0.6637 8.6359 -6.9285
C 1.4549 8.8415 -8.1294
N 2.0815 9.0075 -9.0779
H 1.0788 7.8452 -6.3072
H 0.6290 9.5422 -6.3249
H -0.3591 8.3565 -7.1781
C 4.0188 8.8612 -5.4595
C 4.2593 10.2950 -5.4054
N 4.4488 11.4262 -5.3622
H 4.7063 8.3247 -4.8081
H 3.0075 8.6215 -5.1340
H 4.1491 8.4847 -6.4734
C -2.4181 -1.5792 -8.7006
C -1.3300 -2.5439 -8.7700
N -0.4558 -3.2862 -8.8056
H -2.2629 -0.9010 -7.8629
H -2.4578 -0.9908 -9.6156
H -3.3713 -2.0898 -8.5732
C 0.7547 -1.2137 11.0237
C 1.0808 -2.4721 10.3727
N 1.3424 -3.4652 9.8608
H 0.1600 -1.3940 11.9187
H 1.6640 -0.6867 11.3072
H 0.1906 -0.5721 10.3478
C -0.7748 10.1130 -10.5374
C -1.7815 9.3654 -11.2716
N -2.6010 8.8066 -11.8510
H 0.0706 9.4933 -10.2468
H -0.3939 10.9362 -11.1407
H -1.2127 10.5366 -9.6354
C 0.2156 -5.6534 -4.7502
C 1.5749 -5.3292 -5.1538
N 2.6386 -5.0670 -5.4959
H -0.1991 -4.8709 -4.1142
H -0.4235 -5.7540 -5.6267
H 0.1821 -6.5906 -4.1972
C -2.7556 -1.4175 9.5945
C -2.7582 -2.1783 10.8347
N -2.7341 -2.7620 11.8226
H -3.3695 -1.9055 8.8395
H -3.1492 -0.4166 9.7644
H -1.7465 -1.3250 9.1940
C -5.4394 10.7519 -10.4874
C -4.2910 11.0307 -9.6398
N -3.3763 11.2578 -8.9860
H -5.2767 9.8210 -11.0292
H -6.3416 10.6607 -9.8851
H -5.5777 11.5552 -11.2087
C -4.3223 -4.0838 14.8243
C -4.8795 -5.3612 15.2408
N -5.3043 -6.3683 15.5928
H -3.7261 -3.6471 15.6214
H -3.6776 -4.1984 13.9535
H -5.1106 -3.3790 14.5646
C 3.4697 -5.4262 3.9457
C 3.4099 -4.1244 4.5920
N 3.3740 -3.0878 5.0824
H 4.2980 -6.0096 4.3437
H 2.5396 -5.9681 4.1113
H 3.6077 -5.3018 2.8725
C -1.0816 -5.5616 16.9630
C -1.1275 -4.2648 16.3022
N -1.1846 -3.2481 15.7729
H -2.0592 -6.0411 16.9181
H -0.3556 -6.2080 16.4731
H -0.7972 -5.4441 18.0070
*
```

* lowest unoccupied orbital energy: 1.4 eV
* HOMO level: -3.6 eV
* Kohn-Sham gap: 4.96 eV
* energy: -3888.6003 a.u.

Mulliken population analysis, charges in e, atoms 1 to 5: -1.446 0.091 -0.062 -1.284 0.063